This record from OMol25 describes a 2-piece molecular cluster, C2H2Cl3NSi overall in a non-equilibrium geometry. The level of theory is wB97M-V/def2-TZVPD.

XYZ file:
```
9
Properties=species:S:1:pos:R:3:mulliken_charge:R:1
C -0.035 0.684 -0.500 -0.69
C 1.058 0.617 -1.349 0.41
Cl -3.093 0.285 -0.041 -0.17
Cl -1.584 0.306 -3.124 -0.21
N 2.005 0.851 -1.948 -0.35
Si -1.715 1.022 -1.229 0.77
H 0.295 1.059 0.397 0.38
Cl -2.156 3.044 -1.448 -0.23
H -0.281 -1.630 -0.381 0.10
```

Its orbital gap (alpha / beta) is 8.98 / 9.09 eV. Its lowest unoccupied orbital energy (alpha / beta) is -2.23 / -1.26 eV. The value obtained for the energy relative to the best compared isomer or geometry (same formula, charge and spin) is 92.86 kcal per mole.

This record from OMol25 describes a 2-piece molecular cluster, C2H2Cl4O overall in a non-equilibrium geometry. The level of theory is wB97M-V/def2-TZVPD.

XYZ file:
```
9
Properties=species:S:1:pos:R:3:mulliken_charge:R:1
H 1.466 -1.040 1.633 0.41
Cl 1.707 -0.840 -0.572 -0.12
H -1.096 -1.075 0.305 0.30
C 0.849 -1.244 0.810 -0.14
Cl -1.297 0.085 -1.528 -0.13
O -0.394 -1.356 0.987 -0.34
Cl 0.330 2.336 -1.772 -0.09
Cl -1.245 1.901 0.745 -0.06
C -0.320 1.234 -0.609 0.18
```

Its orbital gap (alpha / beta) is 9.94 / 5.04 eV. Its lowest unoccupied orbital energy (alpha / beta) is 0.40 / -1.71 eV. The value obtained for the energy relative to the best compared isomer or geometry (same formula, charge and spin) is 83.99 kcal per mole.

This record from OMol25 describes C2H2Cl7Cr as an isolated structure in a non-equilibrium geometry. The level of theory is wB97M-V/def2-TZVPD.

XYZ file:
```
12
Properties=species:S:1:pos:R:3:lowdin_spin:R:1
Cl 1.446 -1.895 0.342 -0.01
H 0.794 0.193 -0.599 0.00
Cr -0.910 2.103 -2.569 3.84
Cl -2.786 0.631 0.901 0.01
Cl -0.313 0.748 -1.661 0.17
C -1.359 -0.317 0.621 0.01
Cl 3.155 0.221 -0.600 0.00
H -0.681 0.224 -0.040 0.01
Cl -1.895 -1.730 -0.209 0.00
Cl -0.550 -0.738 2.139 0.00
Cl 1.519 0.712 1.602 -0.01
C 1.580 -0.152 0.073 -0.02
```

Its orbital gap (alpha / beta) is 4.88 / 5.77 eV. The expectation value of S² is 6.0599. Its lowest unoccupied orbital energy (alpha / beta) is -7.73 / -6.87 eV. The net charge is +1. The spin multiplicity is 5. The value obtained for the energy relative to the best compared isomer or geometry (same formula, charge and spin) is 126.07 kcal per mole.

This record from OMol25 describes one molecule with the formula C2H2ClFO2 in a non-equilibrium geometry. The level of theory is wB97M-V/def2-TZVPD.

XYZ file:
```
8
Properties=species:S:1:pos:R:3:mulliken_charge:R:1
O 0.602 1.357 -0.335 -0.43
F -0.192 -1.915 -0.208 -0.20
C -0.577 -0.653 -0.318 0.25
H 1.226 1.899 0.163 0.35
O 1.163 -0.250 1.185 -0.45
H -0.718 -0.428 -1.364 0.23
C 0.543 0.185 0.292 0.41
Cl -2.047 -0.194 0.585 -0.16
```

Its structure (SMILES) is O=C(O)[C@@H](F)Cl. Its orbital gap is 11.47 eV. Its lowest unoccupied orbital energy is 0.52 eV. The value obtained for the energy relative to the best compared isomer or geometry (same formula, charge and spin) is 2.35 kcal per mole.

This record from OMol25 describes a 2-piece molecular cluster, C2H2ClN3O overall in a non-equilibrium geometry. The level of theory is wB97M-V/def2-TZVPD.

XYZ file:
```
9
Properties=species:S:1:pos:R:3:mulliken_charge:R:1
O 0.728 1.318 -1.017 -0.44
C -1.176 -0.313 0.205 0.42
N -1.080 -1.195 -0.533 -0.43
H -0.704 0.522 1.756 0.28
C 1.368 0.345 -0.888 0.70
N 2.063 -0.648 -0.886 -0.30
H -1.431 1.532 0.738 0.29
N -1.450 0.642 1.119 -0.53
Cl 1.682 -2.203 -0.494 0.02
```

Its structure (SMILES) is O=C=NCl.N#CN. Its orbital gap is 10.47 eV. Its lowest unoccupied orbital energy is 0.18 eV. The value obtained for the energy relative to the best compared isomer or geometry (same formula, charge and spin) is 30.98 kcal per mole.

This record from OMol25 describes one molecule with the formula C2H2ClNO2 in a non-equilibrium geometry. The level of theory is wB97M-V/def2-TZVPD.

XYZ file:
```
8
Properties=species:S:1:pos:R:3:mulliken_charge:R:1
O 1.599 -0.996 -0.432 -0.38
C 1.129 0.055 -0.138 -0.07
H 1.649 0.948 0.103 0.36
O -1.295 -1.695 -0.054 -0.28
Cl -0.859 1.956 -0.302 -0.17
H -0.613 0.048 1.231 0.36
C -0.421 0.268 0.136 0.20
N -1.189 -0.584 -0.544 -0.03
```

Its structure (SMILES) is O=C[C@@H](Cl)N=O. Its orbital gap (alpha / beta) is 9.02 / 9.02 eV. Its lowest unoccupied orbital energy (alpha / beta) is -0.91 / -0.91 eV. The value obtained for the energy relative to the best compared isomer or geometry (same formula, charge and spin) is 76.83 kcal per mole.

This record from OMol25 describes one molecule with the formula C2H2ClNO2 in a non-equilibrium geometry. The level of theory is wB97M-V/def2-TZVPD.

XYZ file:
```
8
Properties=species:S:1:pos:R:3:mulliken_charge:R:1
H 0.116 1.800 -1.136 0.33
H 0.784 0.113 -1.721 0.26
Cl -0.990 1.354 1.480 -0.17
N -0.033 -1.082 0.646 0.89
O 0.535 -1.789 -0.168 -0.55
C -0.026 0.307 0.247 0.31
O -0.640 -1.494 1.606 -0.51
C 0.253 0.790 -0.953 -0.56
```

Its structure (SMILES) is C=C(Cl)[N+](=O)[O-]. Its orbital gap is 9.91 eV. Its lowest unoccupied orbital energy is -1.09 eV. The value obtained for the energy relative to the best compared isomer or geometry (same formula, charge and spin) is 92.11 kcal per mole.

This record from OMol25 describes a 2-piece molecular cluster, C2H2ClNO3 overall in a non-equilibrium geometry. The level of theory is wB97M-V/def2-TZVPD.

XYZ file:
```
9
Properties=species:S:1:pos:R:3:mulliken_charge:R:1
O 3.299 0.251 -0.310 -0.76
O 0.434 -2.069 0.087 -0.75
H 2.170 -1.281 -0.159 0.29
Cl -12.463 -0.066 0.032 -1.00
H -0.023 0.831 0.275 0.30
C 2.285 0.957 -0.043 0.62
N 1.142 -1.044 -0.061 0.27
O 2.225 2.207 0.184 -0.73
C 0.932 0.213 -0.006 -0.24
```

Its orbital gap is 7.79 eV. Its lowest unoccupied orbital energy is 5.45 eV. The net charge is -2. The value obtained for the energy relative to the best compared isomer or geometry (same formula, charge and spin) is 18.46 kcal per mole.

This record from OMol25 describes C2H2ClO2P as an isolated structure in a non-equilibrium geometry. The level of theory is wB97M-V/def2-TZVPD.

XYZ file:
```
8
Properties=species:S:1:pos:R:3:mulliken_charge:R:1
C -0.825 -0.562 -0.216 0.25
O -0.191 -1.217 -1.084 -0.35
H -1.743 -0.063 -0.666 0.26
H -1.009 0.687 1.622 0.34
Cl 1.280 1.893 -0.693 -0.23
C -0.435 0.062 0.894 -0.38
P 1.394 0.162 0.516 0.39
O 1.529 -0.962 -0.372 -0.30
```

Its orbital gap (alpha / beta) is 7.73 / 7.67 eV. Its lowest unoccupied orbital energy (alpha / beta) is -2.25 / -2.30 eV. The value obtained for the energy relative to the best compared isomer or geometry (same formula, charge and spin) is 94.09 kcal per mole.

This record from OMol25 describes a 2-piece molecular cluster, C2H2ClO2S overall in a non-equilibrium geometry. The level of theory is wB97M-V/def2-TZVPD.

XYZ file:
```
8
Properties=species:S:1:pos:R:3:mulliken_charge:R:1
C -0.003 0.354 0.279 0.11
H 0.553 -1.170 1.799 0.26
Cl -0.567 1.937 2.156 -0.55
C 0.140 -0.829 0.835 -0.48
H -0.032 -1.646 0.169 0.29
O -1.186 -0.056 -1.850 -0.59
S -0.129 0.922 -1.489 0.54
O 1.224 0.489 -1.899 -0.58
```

Its orbital gap (alpha / beta) is 7.55 / 7.55 eV. Its lowest unoccupied orbital energy (alpha / beta) is 2.73 / 2.73 eV. The net charge is -1. The value obtained for the energy relative to the best compared isomer or geometry (same formula, charge and spin) is 66.90 kcal per mole.

This record from OMol25 describes one molecule with the formula C2H2ClP. The level of theory is wB97M-V/def2-TZVPD.

XYZ file:
```
6
Properties=species:S:1:pos:R:3:mulliken_charge:R:1
H -1.471 1.056 -0.661 0.06
P -1.243 0.398 0.570 0.02
C 0.514 0.282 0.375 -0.46
H 2.601 -0.250 -0.308 0.35
C 1.624 0.013 0.015 0.23
Cl -1.806 -1.519 0.032 -0.19
```

Its structure (SMILES) is C#CPCl. Its orbital gap is 9.85 eV. Its lowest unoccupied orbital energy is 0.28 eV. The value obtained for the energy relative to the best compared isomer or geometry (same formula, charge and spin) is 11.78 kcal per mole.

This record from OMol25 describes C2H2CrLiO as an isolated structure in a non-equilibrium geometry. The level of theory is wB97M-V/def2-TZVPD.

XYZ file:
```
7
Properties=species:S:1:pos:R:3:lowdin_spin:R:1
C 0.478 0.296 1.444 0.03
O 0.260 1.449 0.723 0.04
Cr 0.045 -0.150 -1.423 4.68
C 1.419 -0.576 1.023 0.03
Li -2.920 -0.818 -0.935 0.29
H -0.134 0.192 2.358 0.00
H 0.852 -0.394 -3.191 -0.06
```

Its orbital gap (alpha / beta) is 5.53 / 5.43 eV. The expectation value of S² is 8.8026. Its lowest unoccupied orbital energy (alpha / beta) is -1.93 / -2.30 eV. The spin multiplicity is 6.

This record from OMol25 describes a 2-piece molecular cluster, C2H2F2O overall in a non-equilibrium geometry. The level of theory is wB97M-V/def2-TZVPD.

XYZ file:
```
7
Properties=species:S:1:pos:R:3:mulliken_charge:R:1
H 0.715 -0.009 -0.677 0.24
C -3.663 0.076 -0.603 0.17
F -4.004 -0.856 0.304 -0.10
F -3.424 1.121 0.158 -0.09
H -0.133 0.865 0.718 0.15
C -0.233 -0.066 -0.131 -0.05
O -1.215 -0.669 -0.363 -0.33
```

Its orbital gap is 10.63 eV. Its lowest unoccupied orbital energy is 0.19 eV. The value obtained for the energy relative to the best compared isomer or geometry (same formula, charge and spin) is 65.25 kcal per mole.

This record from OMol25 describes C2H2F2O5S2 as an isolated structure in a non-equilibrium geometry. The level of theory is wB97M-V/def2-TZVPD.

XYZ file:
```
13
Properties=species:S:1:pos:R:3:lowdin_spin:R:1
H -2.046 0.333 -0.676 0.04
H -1.473 0.390 1.053 0.03
O 1.284 0.502 1.866 0.07
O 2.773 0.551 -0.091 0.14
C -1.239 0.154 0.024 0.55
S 1.510 0.295 0.483 0.16
F -0.050 2.420 -0.022 0.13
O 1.021 -1.155 0.055 0.04
S -0.563 -1.512 -0.113 0.13
C 0.149 1.165 -0.416 0.47
O -0.736 -2.006 -1.428 0.04
F 0.359 1.152 -1.725 0.11
O -0.989 -2.287 0.991 0.09
```

Its orbital gap (alpha / beta) is 5.74 / 6.15 eV. The expectation value of S² is 2.0051. Its lowest unoccupied orbital energy (alpha / beta) is 0.44 / -6.10 eV. The spin multiplicity is 3. The value obtained for the energy relative to the best compared isomer or geometry (same formula, charge and spin) is 0.00 kcal per mole.

This record from OMol25 describes a 2-piece molecular cluster, C2H2F3N2 overall in a non-equilibrium geometry. The level of theory is wB97M-V/def2-TZVPD.

XYZ file:
```
9
Properties=species:S:1:pos:R:3:mulliken_charge:R:1
C 2.247 0.203 0.858 0.80
N -1.344 -1.775 0.020 -0.58
H -2.426 1.091 -0.273 0.28
H -1.638 0.606 -1.889 0.28
F 0.978 0.202 1.046 0.05
N -1.628 -0.774 -0.400 0.51
F 3.034 0.043 1.836 0.04
C -1.886 0.366 -0.864 -0.43
F 2.663 0.037 -0.335 0.05
```

Its orbital gap is 3.66 eV. Its lowest unoccupied orbital energy is -8.50 eV. The net charge is +1. The value obtained for the energy relative to the best compared isomer or geometry (same formula, charge and spin) is 67.35 kcal per mole.

This record from OMol25 describes a 2-piece molecular cluster, C2H2F3NO overall in a non-equilibrium geometry. The level of theory is wB97M-V/def2-TZVPD.

XYZ file:
```
9
Properties=species:S:1:pos:R:3:mulliken_charge:R:1
F -1.811 1.362 -0.312 -0.22
H 2.435 -0.766 0.712 0.23
C 1.476 -0.182 0.531 0.05
C -1.373 0.135 -0.755 0.57
F -0.876 0.337 -1.911 -0.16
F -2.240 -0.862 -0.559 -0.19
H 1.408 0.611 -0.249 0.20
O 0.703 0.157 1.668 -0.18
N 0.279 -0.792 0.874 -0.29
```

Its orbital gap (alpha / beta) is 9.45 / 9.63 eV. Its lowest unoccupied orbital energy (alpha / beta) is 0.24 / 0.23 eV. The value obtained for the energy relative to the best compared isomer or geometry (same formula, charge and spin) is 149.60 kcal per mole.

This record from OMol25 describes a 2-piece molecular cluster, C2H2F3NO overall in a non-equilibrium geometry. The level of theory is wB97M-V/def2-TZVPD.

XYZ file:
```
9
Properties=species:S:1:pos:R:3:lowdin_spin:R:1
H 0.408 0.896 1.647 0.00
F 0.933 2.424 -3.007 0.23
C 0.096 3.102 -2.349 0.68
C 0.468 0.446 0.692 0.00
F 1.329 1.147 -0.097 0.01
O -0.989 3.656 -0.420 0.63
F -0.772 0.419 0.176 0.00
H 0.839 -0.598 0.831 0.00
N -0.454 3.138 -1.325 0.44
```

Its orbital gap (alpha / beta) is 8.04 / 7.50 eV. The expectation value of S² is 2.0118. Its lowest unoccupied orbital energy (alpha / beta) is 1.02 / -2.56 eV. The spin multiplicity is 3. The value obtained for the energy relative to the best compared isomer or geometry (same formula, charge and spin) is 83.96 kcal per mole.

This record from OMol25 describes a 2-piece molecular cluster, C2H2F3O2Si overall in a non-equilibrium geometry. The level of theory is wB97M-V/def2-TZVPD.

XYZ file:
```
10
Properties=species:S:1:pos:R:3:mulliken_charge:R:1
F 0.464 -2.541 -1.294 -0.39
O -1.801 2.731 -0.068 -0.41
O -1.997 1.004 1.476 -0.37
F 2.086 -2.292 0.390 -0.36
C -1.835 1.855 0.691 0.77
F -0.137 -1.724 1.071 -0.35
H 1.395 0.757 -1.340 0.23
H 0.021 1.089 -0.317 -0.36
Si 0.854 -1.346 -0.192 0.77
C 0.951 0.466 -0.418 -0.52
```

Its orbital gap is 6.29 eV. Its lowest unoccupied orbital energy is 3.26 eV. The net charge is -1. The value obtained for the energy relative to the best compared isomer or geometry (same formula, charge and spin) is 7.79 kcal per mole.

This record from OMol25 describes one molecule with the formula C2H2F3P in a non-equilibrium geometry. The level of theory is wB97M-V/def2-TZVPD.

XYZ file:
```
8
Properties=species:S:1:pos:R:3:mulliken_charge:R:1
F -0.541 -2.094 1.748 -0.16
F -1.852 -0.874 0.565 -0.18
C -0.668 -1.488 0.607 0.28
P 0.740 -0.130 0.189 -0.10
F 0.939 1.820 -1.566 -0.21
H 1.386 -0.849 -0.966 0.11
C 0.220 1.375 -0.525 -0.08
H -0.224 2.240 -0.051 0.34
```

Its structure (SMILES) is FC=[PH]=C(F)F. Its orbital gap (alpha / beta) is 8.01 / 7.67 eV. Its lowest unoccupied orbital energy (alpha / beta) is -0.56 / -0.59 eV. The value obtained for the energy relative to the best compared isomer or geometry (same formula, charge and spin) is 80.08 kcal per mole.

This record from OMol25 describes C2H2F4N2 as an isolated structure in a non-equilibrium geometry. The level of theory is wB97M-V/def2-TZVPD.

XYZ file:
```
10
Properties=species:S:1:pos:R:3:mulliken_charge:R:1
N -0.452 -1.885 -0.067 0.11
C 0.412 0.469 -0.157 0.65
F -0.939 -1.951 1.215 -0.09
F -0.926 2.448 -0.758 -0.40
N -0.785 0.798 -0.325 0.14
H 2.128 -0.510 -0.105 0.26
F -1.576 -1.650 -0.820 -0.11
H 2.280 1.211 0.584 0.29
C 1.686 0.479 0.053 -0.77
F -1.827 0.591 0.379 -0.07
```

Its orbital gap (alpha / beta) is 7.94 / 9.05 eV. Its lowest unoccupied orbital energy (alpha / beta) is -1.56 / -1.49 eV. The value obtained for the energy relative to the best compared isomer or geometry (same formula, charge and spin) is 236.51 kcal per mole.